--- a ---
Formula: C2H5NO2
Source: OMol25
Level of theory: the ωB97M-V functional and the def2-TZVPD basis

Values from the calculation:
highest occupied orbital energy (spin up / spin down)	-7.34 / -7.34	eV

Geometry as XYZ:
```
10
Properties=species:S:1:pos:R:3:lowdin_charge:R:1
C 0.29082 -0.79014 -0.13792 -0.392
C -0.78798 0.20652 -0.00162 0.030
N 2.62293 0.39377 0.31426 -0.015
O 1.60201 -0.63485 0.09772 -0.176
O -0.08936 -2.02979 -0.31213 0.109
H -1.79677 -0.03039 0.02041 0.071
H -0.57392 1.00752 -0.67734 0.095
H -0.68377 0.65086 0.98744 0.106
H 1.97616 1.16919 0.47782 -0.045
H 0.86555 -2.50371 -0.29965 0.218
```

--- b ---
Formula: C2H5NO2
Source: OMol25
Level of theory: the ωB97M-V functional and the def2-TZVPD basis

Values from the calculation:
highest occupied orbital energy (spin up / spin down)	-7.27 / -7.96	eV

Geometry as XYZ:
```
10
Properties=species:S:1:pos:R:3:lowdin_charge:R:1
C -0.68438 0.44810 -0.51242 -0.161
C 1.44420 -0.43582 0.21980 -0.049
N -2.68796 0.33348 0.60531 -0.024
O -1.40597 0.03203 0.47340 -0.114
O 0.65163 0.25736 -0.74583 -0.072
H -1.14286 1.17005 -1.25550 0.170
H 2.13210 0.20801 0.74481 0.090
H 2.03475 -1.15426 -0.30069 0.083
H 0.82503 -0.94605 0.95614 0.094
H -2.98418 0.84999 -0.18241 -0.017
```

--- c ---
Formula: C2H5NO2
Source: OMol25
Level of theory: the ωB97M-V functional and the def2-TZVPD basis

Values from the calculation:
highest occupied orbital energy	-7.90	eV

Geometry as XYZ:
```
10
Properties=species:S:1:pos:R:3:lowdin_charge:R:1
N -0.28309 -0.55252 -1.67765 0.094
C 0.48713 -0.56431 -0.57015 -0.372
O 1.20729 0.50135 -0.42491 -0.070
C 0.36625 0.18938 1.16992 -0.154
O -0.94346 -0.08884 1.46651 -0.015
H -0.17987 0.20384 -2.35140 0.097
H -0.79108 -1.37709 -1.95426 0.085
H 1.04469 -0.50788 1.63932 0.111
H 0.58545 1.23758 1.38722 0.116
H -1.46827 0.71193 1.34094 0.108
```

--- d ---
Formula: C2H5NO2
Source: OMol25
Level of theory: the ωB97M-V functional and the def2-TZVPD basis

Values from the calculation:
highest occupied orbital energy	-10.15	eV
structure (SMILES)	NC=O.C=O

Geometry as XYZ:
```
10
Properties=species:S:1:pos:R:3:lowdin_charge:R:1
O -3.86839 -1.78972 1.22068 0.001
C -2.75840 -2.22602 1.29194 -0.154
H -2.19468 -2.58936 0.40893 0.080
H -2.19327 -2.21986 2.22745 0.073
C 2.09422 1.02659 -1.08295 -0.442
N 1.46520 2.18630 -0.76871 0.114
O 3.15506 0.67034 -0.64266 0.014
H 1.55712 0.36030 -1.77435 0.122
H 0.66151 2.41234 -1.32063 0.085
H 1.70189 2.72758 0.04717 0.106
```

Energies relative to the most stable structure are a 0.1503; b 0.1618; c 0.1141; d 0.0000, reported in hartree.

--- a ---
Formula: C2H5NO2
Source: OMol25
Level of theory: the ωB97M-V functional and the def2-TZVPD basis

Values from the calculation:
highest occupied orbital energy	-9.29	eV
structure (SMILES)	C/C(O)=N/O

Geometry as XYZ:
```
10
Properties=species:S:1:pos:R:3:lowdin_charge:R:1
C 0.37158 1.38387 -0.52846 -0.010
C -0.04547 0.02050 -0.10720 -0.476
O -0.24798 -1.82707 1.10488 -0.091
O -0.86911 -0.60067 -0.96410 0.078
N 0.32185 -0.54645 0.99409 0.027
H 0.10532 -2.13320 1.96311 0.109
H -1.06243 -1.46745 -0.56280 0.102
H 1.13855 1.77027 0.14830 0.086
H -0.49311 2.05222 -0.50623 0.088
H 0.78081 1.34798 -1.54160 0.088
```

--- b ---
Formula: C2H5NO2
Source: OMol25
Level of theory: the ωB97M-V functional and the def2-TZVPD basis

Values from the calculation:
highest occupied orbital energy	-8.99	eV
structure (SMILES)	C=[N+]([O-])OC

Geometry as XYZ:
```
10
Properties=species:S:1:pos:R:3:lowdin_charge:R:1
C 2.05040 -0.56192 -0.12031 0.096
C -1.45756 0.32198 -0.23718 -0.083
N 0.97029 0.28737 0.11465 -0.308
O 0.95451 1.30034 0.78690 0.031
O -0.19553 -0.24781 -0.56723 -0.106
H 1.92092 -1.23704 -0.97868 0.078
H 2.97664 -0.14871 -0.04240 0.030
H -2.35760 -0.12729 -0.80980 0.125
H -1.49091 1.34167 -0.45640 0.056
H -1.75725 0.13460 0.78570 0.081
```

Energies relative to the most stable structure are a 0.0000; b 0.1267, reported in hartree.